Entry 1:
Molecular formula: C38H36IN14OSSiY
Method: DFT, the ωB97M-V functional and the def2-TZVPD basis

Each line ends with the Mulliken charge.
Cartesian coordinates (Å):
Y1 0.701324 0.430060 0.064982  -0.737
N1 4.559021 1.101890 1.128828  -0.119
C1 4.451829 0.353579 -0.025795  0.181
N2 5.509837 -0.098031 -0.692854  -0.625
N3 4.986543 -0.743012 -1.739816  -0.847
N4 3.699499 -0.686337 -1.696338  -0.285
N5 3.303496 0.019832 -0.611617  0.504
C2 3.559044 1.042017 2.078099  0.139
N6 3.790761 1.150107 3.374669  -0.786
N7 2.579977 1.002032 3.941276  -0.626
N8 1.684130 0.821035 3.039313  0.314
N9 2.261575 0.850772 1.813717  0.351
H1 5.483128 1.105241 1.528554  0.320
I1 1.678171 0.365149 -3.241169  0.101
C3 -0.043991 1.399686 -3.896787  0.402
C4 -0.063743 1.799003 -5.206978  -0.583
C5 -1.196458 2.437821 -5.738212  -0.548
C6 -2.287413 2.617248 -4.937538  -0.865
C7 -2.280714 2.199479 -3.585562  1.368
C8 -3.452016 2.343215 -2.811436  -0.855
C9 -3.455003 1.916075 -1.518903  -1.208
C10 -2.281654 1.402536 -0.929247  -0.540
C11 -1.073716 1.234014 -1.593273  -0.326
C12 -1.117596 1.605089 -2.989811  0.819
H2 0.796305 1.612171 -5.838423  0.339
H3 -1.199546 2.765466 -6.771472  0.358
H4 -3.189231 3.078494 -5.327769  0.313
H5 -4.335021 2.782055 -3.265503  0.251
H6 -4.355481 2.001924 -0.923022  0.464
H7 -2.350029 1.143046 0.119147  0.383
C13 -3.109189 -5.468847 -0.912629  -1.203
C14 -3.795106 -4.443206 -0.088986  0.940
N10 -5.020594 -4.509097 0.310717  -0.892
N11 -5.200969 -3.346040 1.009493  0.229
C15 -4.109769 -2.539419 1.048554  0.017
S1 -3.919926 -1.111017 1.825903  -0.375
N12 -3.199494 -3.270529 0.311582  0.289
N13 -1.914558 -2.844131 0.033423  -0.534
H8 -3.812016 -6.271907 -1.118043  0.351
H9 -2.242395 -5.869782 -0.385191  0.276
H10 -2.768716 -5.039173 -1.855937  0.303
H11 -6.066709 -3.148055 1.470985  0.165
H12 -1.612989 -3.168573 -0.872461  0.182
H13 -1.252634 -3.105455 0.754330  0.252
C16 -2.174836 3.828584 4.977604  -2.010
C17 -1.564303 2.575981 4.330944  2.311
C18 -0.294612 2.176565 5.089947  -1.885
C19 -2.584631 1.436593 4.465124  -1.625
Si1 -1.149833 2.784409 2.453089  -1.035
O1 -0.826758 1.446267 1.691149  1.069
C20 -2.669354 3.713678 1.724120  0.903
C21 -3.932082 3.112754 1.720534  -0.036
C22 -5.049318 3.759921 1.212648  -0.676
C23 -4.931306 5.031595 0.669298  -0.499
C24 -3.686031 5.642737 0.644025  -0.690
C25 -2.577449 4.991487 1.169524  -0.497
C26 0.292614 4.019702 2.209309  0.287
C27 1.105707 3.843275 1.090718  0.296
C28 2.226948 4.624171 0.856617  -0.578
C29 2.575151 5.616404 1.761882  -0.609
C30 1.773106 5.831769 2.873070  -0.657
C31 0.643924 5.050732 3.080895  -0.085
H14 -2.611055 3.574031 5.951838  0.513
H15 -2.966470 4.256729 4.356082  0.247
H16 -1.422553 4.599073 5.155302  0.372
H17 -0.515439 2.000434 6.151326  0.564
H18 0.470633 2.953553 5.023800  0.343
H19 0.138550 1.270910 4.667115  0.330
H20 -2.674068 1.123073 5.512843  0.527
H21 -2.284323 0.569285 3.873385  0.122
H22 -3.575948 1.753680 4.130115  0.330
H23 -4.038303 2.105314 2.109562  -0.029
H24 -6.016035 3.267376 1.232037  0.389
H25 -5.798845 5.537305 0.260708  0.331
H26 -3.578677 6.632839 0.214043  0.367
H27 -1.612812 5.487250 1.144280  0.364
H28 0.845966 3.075990 0.367034  0.083
H29 2.839036 4.455090 -0.021672  0.420
H30 3.460843 6.219754 1.602564  0.327
H31 2.033402 6.603099 3.589947  0.380
H32 0.024247 5.252653 3.945222  0.086
N14 2.897948 -6.963983 0.985979  -0.613
C32 2.530047 -5.881351 0.841657  -0.113
C33 2.041077 -4.554978 0.656708  0.394
C34 1.707845 -3.759142 1.754916  -0.759
C35 1.191953 -2.488645 1.555123  -0.207
C36 0.977610 -1.930062 0.277869  0.907
C37 1.353589 -2.762212 -0.795248  -0.038
C38 1.866939 -4.037188 -0.629081  -0.800
H33 1.863135 -4.143155 2.756507  0.437
H34 0.954931 -1.900505 2.438923  0.403
H35 1.260893 -2.396439 -1.813433  0.221
H36 2.158500 -4.633561 -1.485863  0.462

Cartesian forces, eV/Å:
-0.46 0.73 0.68
0.05 0.14 0.05
-0.08 -0.17 -0.34
0.04 0.16 0.25
-0.09 -0.08 -0.10
0.06 -0.07 -0.04
-0.12 0.17 0.18
-0.30 -0.06 0.18
0.23 0.02 -0.15
-0.04 -0.02 -0.05
0.00 -0.03 0.21
0.25 0.13 0.33
0.03 -0.02 -0.02
-0.59 0.32 0.01
0.45 -0.20 -0.07
0.13 -0.07 0.04
-0.13 0.07 0.02
0.08 0.01 -0.09
0.09 -0.07 0.06
-0.04 -0.04 0.13
-0.15 0.09 -0.11
0.19 -0.15 0.01
-0.04 0.07 -0.21
-0.25 0.08 -0.06
-0.01 0.00 0.00
-0.01 -0.01 0.00
0.00 0.00 0.01
0.00 0.00 0.00
0.00 0.00 0.04
0.04 -0.02 0.04
0.01 0.07 0.08
0.13 -0.03 -0.10
-0.19 -0.06 0.02
0.22 0.04 -0.07
-0.10 -0.37 -0.15
0.05 0.40 0.19
-0.18 -0.23 0.04
-0.08 0.26 0.06
0.01 -0.01 -0.01
0.03 0.01 -0.04
0.02 -0.05 -0.02
-0.05 0.03 0.03
0.06 0.06 -0.06
0.03 -0.02 0.04
0.03 -0.03 -0.18
0.08 -0.01 0.02
-0.04 -0.02 -0.11
0.02 -0.03 -0.21
-0.19 0.79 0.34
0.96 -1.12 -1.30
0.13 -0.16 0.00
0.01 -0.06 0.02
-0.08 -0.03 0.03
0.05 0.02 0.01
-0.07 0.07 -0.02
0.08 -0.02 0.05
-0.08 -0.20 0.09
0.06 0.03 -0.02
0.10 0.06 -0.05
-0.06 0.02 0.01
0.00 0.04 0.02
-0.02 0.02 0.00
0.03 -0.03 0.02
-0.01 0.03 0.07
-0.04 0.04 0.00
-0.06 0.04 0.01
0.04 -0.05 0.04
-0.02 0.04 0.10
0.02 0.05 0.03
-0.03 -0.04 0.03
0.01 -0.07 0.04
-0.05 0.01 -0.07
0.03 -0.02 -0.01
0.00 0.00 0.00
0.01 -0.01 -0.01
-0.02 0.01 -0.02
-0.05 0.11 -0.05
-0.02 -0.05 0.01
0.01 -0.02 -0.01
-0.01 0.01 -0.02
0.06 -0.02 0.05
-0.01 0.06 0.00
0.14 -0.38 0.05
-0.21 0.48 -0.07
0.01 -0.17 0.03
-0.17 0.17 -0.02
0.23 -0.61 0.07
-0.19 0.06 0.00
0.02 -0.15 0.03
-0.01 0.01 0.00
0.04 0.01 0.00
0.03 0.01 0.00
-0.02 0.00 -0.01

energy above the lowest of the compared OMol25 structures with the same formula, charge and spin: 2.353 eV
net charge: -2
spin multiplicity: 1
orbital gap: 7.06 eV

---

Entry 2:
Molecular formula: C4H3Li2O2
Method: DFT, the ωB97M-V functional and the def2-TZVPD basis

Each line ends with the natural charge from an NBO analysis.
Cartesian coordinates (Å):
Li1 -0.613772 -2.766412 1.283967  0.620
O1 0.016118 -0.027141 1.050984  -0.742
C1 0.742875 0.905251 0.177300  -0.070
H1 0.400626 1.931388 0.365569  0.185
H2 1.831234 0.827824 0.299622  0.195
C2 -0.422376 0.395557 -2.236599  -0.073
C3 0.154668 0.187623 -1.037048  -0.368
C4 -0.642404 -0.635085 -0.133884  0.603
O2 -1.098982 -1.758583 -0.047891  -0.844
Li2 -0.156684 -0.477263 2.887335  0.352
H3 -0.211303 1.416843 -2.609356  0.142

Cartesian forces, eV/Å:
-0.07 -0.27 0.17
0.49 0.31 1.17
-0.31 -0.05 -0.37
0.14 -0.21 -0.16
-0.34 -0.14 0.05
2.58 3.07 -0.69
-3.59 -1.89 1.36
3.32 1.79 -0.08
-1.41 -1.92 0.13
0.07 0.09 -0.33
-0.89 -0.77 -1.26

energy above the lowest of the compared OMol25 structures with the same formula, charge and spin: 3.028 eV
net charge: 0
expectation value of S²: 1.7838
spin multiplicity: 2
orbital gap (spin up / spin down): 5.35 / 4.36 eV